1) The following is a quantum chemistry calculation of 7 unconnected molecules or ions with the total composition C14H28Br14, from the OMol25 dataset.

Bonds (Å) are listed after each position.
Positions of all 56 atoms, in Å:
1 Br -2.05 1.77 -9.35  C2 1.955
2 C -0.67 0.60 -8.61  Br1 1.955, C3 1.528, H5 1.090, H6 1.090
3 C -1.38 -0.75 -8.59  C2 1.528, Br4 1.953, H7 1.090, H8 1.090
4 Br -0.05 -2.10 -8.11  C3 1.953
5 H -0.32 1.02 -7.67  C2 1.090
6 H 0.16 0.56 -9.32  C2 1.090
7 H -1.73 -1.11 -9.56  C3 1.090
8 H -2.19 -0.91 -7.88  C3 1.090
9 Br -0.32 4.40 -3.04  C10 1.955
10 C -0.57 6.19 -2.29  Br9 1.955, C11 1.548, H13 1.090, H14 1.090
11 C -1.07 7.17 -3.38  C10 1.548, Br12 2.060, H15 1.090, H16 1.090
12 Br -1.63 8.91 -2.44  C11 2.060
13 H 0.36 6.49 -1.80  C10 1.090
14 H -1.26 6.11 -1.45  C10 1.090
15 H -1.98 6.80 -3.84  C11 1.090
16 H -0.32 7.45 -4.13  C11 1.090
17 Br -2.48 -4.40 4.94  C18 2.028
18 C -2.00 -3.84 6.83  Br17 2.028, C19 1.583, H21 1.090, H22 1.090
19 C -0.43 -3.94 7.03  C18 1.583, Br20 2.029, H23 1.090, H24 1.090
20 Br 0.01 -5.92 7.03  C19 2.029
21 H -2.67 -4.47 7.42  C18 1.090
22 H -2.20 -2.77 6.83  C18 1.090
23 H -0.11 -3.55 7.99  C19 1.090
24 H 0.11 -3.45 6.22  C19 1.090
25 Br 3.22 -5.75 2.82  C26 1.985
26 C 1.72 -6.56 1.81  Br25 1.985, C27 1.557, H29 1.090, H30 1.090
27 C 2.26 -6.75 0.36  C26 1.557, Br28 2.008, H31 1.090, H32 1.090
28 Br 0.75 -7.62 -0.62  C27 2.008
29 H 0.87 -5.89 1.87  C26 1.090
30 H 1.53 -7.50 2.34  C26 1.090
31 H 3.11 -7.43 0.25  C27 1.090
32 H 2.45 -5.84 -0.19  C27 1.090
33 Br 4.30 1.07 -1.45  C34 1.957
34 C 4.82 2.41 -0.12  Br33 1.957, C35 1.548, H37 1.090, H38 1.090
35 C 5.65 1.72 1.00  C34 1.548, Br36 2.015, H39 1.090, H40 1.090
36 Br 7.41 1.17 0.19  C35 2.015
37 H 3.87 2.83 0.21  C34 1.090
38 H 5.21 3.21 -0.74  C34 1.090
39 H 5.15 0.91 1.53  C35 1.090
40 H 5.89 2.42 1.79  C35 1.090
41 Br -1.81 -1.42 -2.80  C42 1.964
42 C -1.08 -2.05 -1.09  Br41 1.964, C43 1.567, H45 1.090, H46 1.090
43 C -0.66 -0.81 -0.23  C42 1.567, Br44 1.980, H47 1.090, H48 1.090
44 Br 0.46 -1.45 1.27  C43 1.980
45 H -0.16 -2.59 -1.33  C42 1.090
46 H -1.84 -2.62 -0.56  C42 1.090
47 H -1.56 -0.26 0.02  C43 1.090
48 H 0.02 -0.14 -0.77  C43 1.090
49 Br -2.81 5.60 3.16  C50 2.006
50 C -3.89 4.14 4.03  Br49 2.006, C51 1.527, H53 1.090, H54 1.090
51 C -3.11 2.84 3.83  C50 1.527, Br52 1.938, H55 1.090, H56 1.090
52 Br -1.82 2.77 5.27  C51 1.938
53 H -4.84 4.17 3.49  C50 1.090
54 H -4.06 4.33 5.08  C50 1.090
55 H -2.59 2.95 2.88  C51 1.090
56 H -3.71 1.93 3.90  C51 1.090

## Properties
Highest occupied orbital energy: -10.026 eV
Structure (SMILES): BrCCBr.BrCCBr.BrCCBr.BrCCBr.BrCCBr.BrCCBr.BrCCBr
Gap between HOMO and LUMO: 0.37250 hartree



2) The following is a quantum chemistry calculation of 7 unconnected molecules or ions with the total composition C14H28Br14, from the OMol25 dataset.

Bonds (Å) are listed after each position.
Positions of all 56 atoms, in Å:
1 Br -0.59 -3.16 -3.07  C2 2.039
2 C -0.77 -5.04 -2.30  Br1 2.039, C3 1.512, H5 1.090, H6 1.090
3 C 0.31 -5.28 -1.27  C2 1.512, Br4 1.958, H7 1.090, H8 1.090
4 Br 0.14 -7.08 -0.51  C3 1.958
5 H -0.76 -5.74 -3.13  C2 1.090
6 H -1.74 -5.07 -1.80  C2 1.090
7 H 0.25 -4.55 -0.46  C3 1.090
8 H 1.27 -5.35 -1.78  C3 1.090
9 Br 3.47 4.83 2.12  C10 2.036
10 C 4.79 3.74 1.02  Br9 2.036, C11 1.565, H13 1.090, H14 1.090
11 C 4.02 2.54 0.39  C10 1.565, Br12 1.986, H15 1.090, H16 1.090
12 Br 2.91 1.52 1.68  C11 1.986
13 H 5.69 3.55 1.61  C10 1.090
14 H 5.19 4.40 0.25  C10 1.090
15 H 4.79 1.90 -0.04  C11 1.090
16 H 3.42 2.88 -0.45  C11 1.090
17 Br -3.11 -3.25 0.85  C18 2.029
18 C -3.77 -1.35 0.56  Br17 2.029, C19 1.534, H21 1.090, H22 1.090
19 C -4.56 -1.30 -0.76  C18 1.534, Br20 1.946, H23 1.090, H24 1.090
20 Br -4.96 0.55 -1.23  C19 1.946
21 H -2.92 -0.69 0.45  C18 1.090
22 H -4.50 -1.19 1.35  C18 1.090
23 H -5.50 -1.85 -0.73  C19 1.090
24 H -3.98 -1.70 -1.59  C19 1.090
25 Br -4.79 1.26 3.89  C26 2.017
26 C -3.49 0.98 5.40  Br25 2.017, C27 1.576, H29 1.090, H30 1.090
27 C -2.00 1.10 4.89  C26 1.576, Br28 1.968, H31 1.090, H32 1.090
28 Br -1.59 -0.42 3.72  C27 1.968
29 H -3.74 0.02 5.86  C26 1.090
30 H -3.66 1.76 6.14  C26 1.090
31 H -1.25 1.17 5.68  C27 1.090
32 H -1.87 2.02 4.31  C27 1.090
33 Br -1.45 3.08 1.59  C34 2.000
34 C 0.07 4.09 0.78  Br33 2.000, C35 1.494, H37 1.090, H38 1.090
35 C -0.35 4.71 -0.51  C34 1.494, Br36 1.993, H39 1.090, H40 1.090
36 Br -1.89 5.96 -0.41  C35 1.993
37 H 0.88 3.39 0.62  C34 1.090
38 H 0.37 4.84 1.51  C34 1.090
39 H -0.79 3.98 -1.19  C35 1.090
40 H 0.44 5.34 -0.91  C35 1.090
41 Br 1.51 -1.47 0.62  C42 1.983
42 C 0.02 -0.22 0.25  Br41 1.983, C43 1.483, H45 1.090, H46 1.090
43 C -0.50 -0.65 -1.07  C42 1.483, Br44 1.977, H47 1.090, H48 1.090
44 Br -1.61 0.90 -1.62  C43 1.977
45 H 0.50 0.75 0.28  C42 1.090
46 H -0.63 -0.12 1.12  C42 1.090
47 H -1.11 -1.55 -1.00  C43 1.090
48 H 0.29 -0.78 -1.81  C43 1.090
49 Br 3.74 0.28 -2.36  C50 2.058
50 C 3.68 -0.99 -3.97  Br49 2.058, C51 1.530, H53 1.090, H54 1.090
51 C 3.28 -2.36 -3.41  C50 1.530, Br52 1.966, H55 1.090, H56 1.090
52 Br 3.05 -3.65 -4.87  C51 1.966
53 H 4.63 -0.98 -4.52  C50 1.090
54 H 2.87 -0.57 -4.56  C50 1.090
55 H 2.33 -2.29 -2.89  C51 1.090
56 H 3.97 -2.89 -2.75  C51 1.090

## Properties
Highest occupied orbital energy: -9.577 eV
Structure (SMILES): BrCCBr.BrCCBr.BrCCBr.BrCCBr.BrCCBr.BrCCBr.BrCCBr
Gap between HOMO and LUMO: 0.35381 hartree



Short version: 2), 1), most stable first.